# 1
Formula: C2H6FN
Source: OMol25
Level of theory: ωB97M-V/def2-TZVPD

Geometry as XYZ:
```
10
Properties=species:S:1:pos:R:3:forces:R:3
H -0.701399 0.762454 -0.659237 -0.5 0.2 1.0
N -0.893356 0.045721 0.073230 1.0 -0.2 -1.2
C 0.237806 -0.493196 0.293683 0.9 0.2 -0.1
C 1.582980 0.109392 -0.134511 -1.0 -3.1 -1.3
H 0.381326 -1.442448 0.780868 -0.8 -0.3 0.8
H 1.520302 0.101392 -1.251507 0.8 0.0 0.8
H 2.446584 -0.435564 0.314730 -0.7 0.4 -0.7
H 1.546185 1.065444 0.211782 0.3 2.9 0.8
F -3.536290 0.187780 0.129867 0.4 0.0 0.1
H -2.584136 0.099028 0.241096 -0.5 -0.2 -0.1
```
Positions in Å, forces in eV/Å.

Values from the calculation:
Structure (SMILES) ... [H]/N=C\C.F
Maximum force ... 3.52 eV/Å
LUMO energy ... 0.79 eV
Net charge ... 0

---

# 2
Formula: C2H6FN
Source: OMol25
Level of theory: ωB97M-V/def2-TZVPD

Geometry as XYZ:
```
10
Properties=species:S:1:pos:R:3:forces:R:3
C -1.072404 -0.095865 0.523216 -0.7 -1.2 0.8
C 1.102017 -0.351656 -0.491279 0.9 0.3 3.1
N -0.210601 0.015333 -0.605901 -2.7 2.5 -1.2
F -0.021931 1.940557 -0.614934 -0.1 -3.2 0.2
H -0.816226 -0.764052 1.390540 0.7 0.2 -1.1
H -1.116560 0.852952 0.983806 -0.2 1.3 0.4
H -2.088557 -0.381750 0.233589 0.2 0.2 -0.3
H 1.606530 0.316146 -1.117401 1.3 1.0 -0.9
H 1.343154 -0.185523 0.609219 0.9 -0.8 -1.3
H 1.274577 -1.346143 -0.910856 -0.3 -0.2 0.3
```
Positions in Å, forces in eV/Å.

Values from the calculation:
Maximum force ... 3.86 eV/Å
LUMO energy (alpha / beta) ... -1.25 / -1.25 eV
Net charge ... 0

---

# 3
Formula: C2H6FN
Source: OMol25
Level of theory: ωB97M-V/def2-TZVPD

Geometry as XYZ:
```
10
Properties=species:S:1:pos:R:3:forces:R:3
C 0.648526 -1.280096 0.067258 -0.5 0.7 0.2
N 0.135293 -0.142639 -0.159528 0.6 -0.2 -1.3
C -0.707947 0.491468 0.789230 -2.6 -1.2 1.5
H 1.280137 -1.691410 -0.782935 -0.7 0.0 1.6
H 0.378796 -1.720647 1.095149 0.9 -0.2 -1.6
H -0.603616 1.588745 0.702344 0.1 -0.7 0.7
H -1.857557 0.260274 0.615209 2.2 0.5 -0.3
H -0.578901 -0.030671 1.812410 0.1 1.5 -1.0
F 0.687692 1.417119 -2.500251 0.2 0.6 -1.0
H 0.617579 1.107858 -1.638885 -0.3 -0.9 1.1
```
Positions in Å, forces in eV/Å.

Values from the calculation:
Structure (SMILES) ... C=NC.F
Maximum force ... 3.26 eV/Å
LUMO energy ... 0.91 eV
Net charge ... 0

---

# 4
Formula: C2H6FN2O2PS
Source: OMol25
Level of theory: ωB97M-V/def2-TZVPD

Geometry as XYZ:
```
15
Properties=species:S:1:pos:R:3:forces:R:3
N 1.444026 0.764049 -1.595911 -1.6 -0.3 0.9
P 0.410688 0.736343 -0.288389 1.4 -1.8 -2.1
N 1.298189 -0.041281 0.914539 0.1 2.1 -3.2
O -0.340106 1.951207 -0.024201 0.0 0.1 0.8
O -0.368767 -0.478616 -1.131917 -2.4 -0.8 1.0
C -1.697885 -0.877147 -1.095626 2.2 0.8 -1.5
S -2.222593 -1.905570 -2.240120 0.0 0.5 0.8
C -2.502796 -0.271434 -0.006243 -0.5 -0.4 1.4
F -1.725945 -0.259511 1.156183 0.6 0.0 0.3
H 1.602772 -0.170222 -1.930878 0.6 0.2 -0.4
H 2.144418 1.432999 -1.584430 1.8 1.0 -0.2
H 1.654559 -0.933525 0.728673 0.7 -1.3 -0.8
H 0.899114 -0.053583 1.760806 -1.9 0.2 4.0
H -3.216133 -1.061701 0.202451 -0.9 0.5 -0.1
H -2.883213 0.772674 -0.057112 0.1 -0.9 -0.8
```
Positions in Å, forces in eV/Å.

Values from the calculation:
Structure (SMILES) ... NP(N)(=O)OC(=S)CF
Maximum force ... 4.40 eV/Å
LUMO energy (alpha / beta) ... -0.29 / -0.29 eV
Net charge ... 0

---

# 5
Formula: C2H6FN3
Source: OMol25
Level of theory: ωB97M-V/def2-TZVPD

Geometry as XYZ:
```
12
Properties=species:S:1:pos:R:3:forces:R:3
H -0.394092 1.818804 1.835194 -0.2 0.3 -0.5
N 0.440238 1.331010 1.521234 -0.8 -2.7 -3.7
C 0.245889 0.582242 0.391195 -0.5 3.6 3.2
C 1.248010 -0.502990 0.252326 -1.8 -1.5 1.5
F 1.501029 -0.770537 -1.011677 1.1 -0.5 -3.5
N -0.814306 0.700949 -0.582819 2.7 -3.4 0.3
N -1.447678 -0.547923 -1.287628 0.8 0.2 5.6
H 0.636767 -1.364421 0.584542 0.3 -0.2 0.4
H 2.177072 -0.567210 0.819307 -0.3 1.1 0.3
H -1.361077 1.500835 -0.463538 -1.4 0.8 0.0
H -0.633317 -0.956568 -1.757992 -0.2 0.1 0.2
H -1.598534 -1.224191 -0.300144 0.4 2.0 -4.0
```
Positions in Å, forces in eV/Å.

Values from the calculation:
Structure (SMILES) ... [H]/N=C(/CF)NN
Maximum force ... 5.63 eV/Å
LUMO energy ... 0.78 eV
Net charge ... 0

---

# 6
Formula: C2H6FN3
Source: OMol25
Level of theory: ωB97M-V/def2-TZVPD

Geometry as XYZ:
```
12
Properties=species:S:1:pos:R:3:forces:R:3
H 0.705461 2.450840 -0.269290 0.5 -0.5 -0.6
N 1.197516 1.530851 -0.232844 -0.8 2.1 0.6
C 0.347854 0.655975 0.079406 -1.7 -0.4 -0.3
C 0.953350 -0.630935 0.506256 -1.5 0.6 -0.6
F 0.747144 -1.609439 -0.411973 -0.1 -1.2 -1.0
N -1.101984 0.771119 0.142762 0.9 2.0 -2.0
N -1.896014 -0.374450 -0.086530 0.7 -0.4 -0.9
H 0.488052 -0.910869 1.398614 -0.6 -0.7 1.7
H 1.963617 -0.437309 0.634865 2.0 0.0 0.2
H -1.487711 1.541932 -0.512196 1.3 -1.5 1.6
H -1.400164 -1.109217 -0.622923 -0.5 0.7 0.6
H -2.197405 -0.693303 0.801005 -0.3 -0.7 0.7
```
Positions in Å, forces in eV/Å.

Values from the calculation:
Structure (SMILES) ... [H]/N=C(/CF)NN
Maximum force ... 2.95 eV/Å
LUMO energy ... 0.97 eV
Net charge ... 0

---

# 7
Formula: C2H6FNO2S
Source: OMol25
Level of theory: ωB97M-V/def2-TZVPD

Geometry as XYZ:
```
13
Properties=species:S:1:pos:R:3:forces:R:3
C -1.546375 -0.110912 -0.199398 -1.0 -1.4 -0.8
C -1.127814 0.578406 0.824051 -0.5 2.8 -0.2
N -1.066409 -1.372551 -0.528304 -1.5 -0.5 -2.4
O 2.419332 1.531265 0.222898 -0.2 -1.2 -1.2
O 2.698971 -0.028529 -1.600187 -0.4 -0.1 0.5
F 1.655783 -0.899056 0.677028 0.4 1.8 -1.6
S 1.687398 0.330769 -0.655561 0.8 -0.7 1.4
H -2.371159 0.202252 -0.900809 1.2 0.2 0.9
H 2.016758 1.576195 1.083901 -0.4 0.1 0.9
H -0.309133 0.346370 1.440320 0.7 -0.7 0.8
H -1.430583 1.621370 0.794915 -0.3 -0.1 0.6
H -0.949988 -2.101952 0.155618 0.1 0.3 0.3
H -1.676776 -1.673627 -1.314478 1.1 -0.5 1.0
```
Positions in Å, forces in eV/Å.

Values from the calculation:
Maximum force ... 2.89 eV/Å
LUMO energy ... 0.50 eV
Net charge ... 0

---

# 8
Formula: C2H6FNO2S
Source: OMol25
Level of theory: ωB97M-V/def2-TZVPD

Geometry as XYZ:
```
13
Properties=species:S:1:pos:R:3:forces:R:3
C -1.537160 0.928995 0.329927 -1.4 1.6 0.2
C -0.800854 -0.248921 -0.094673 1.3 -1.6 0.0
F -0.983947 -1.289302 0.856316 0.1 0.6 -1.3
S 1.030907 0.184899 0.105549 -0.9 0.3 -1.4
N 1.500519 -1.280519 -0.524351 2.9 -1.7 1.9
O 1.312776 1.244548 -0.869274 -0.3 -1.4 1.3
O 1.400735 0.342007 1.491541 -0.3 -0.3 -1.0
H -1.833573 1.496135 -0.579391 0.7 0.2 0.8
H -2.518004 0.708516 0.805977 0.9 -0.2 0.0
H -0.841894 1.453353 1.032191 -1.3 0.3 -0.5
H -0.955733 -0.591423 -1.189150 0.3 0.2 2.0
H 2.269178 -1.838805 0.027280 -2.2 1.6 -0.8
H 1.957054 -1.109486 -1.391938 0.1 0.3 -1.1
```
Positions in Å, forces in eV/Å.

Values from the calculation:
Structure (SMILES) ... C[C@H](F)S(N)(=O)=O
Maximum force ... 3.85 eV/Å
LUMO energy ... 0.49 eV
Net charge ... 0

---

Energy for the records above, in order: -234.3983, -234.2699, -234.3785, -1179.2662, -343.8280, -343.8769, -783.0331, -783.0487 Eh